Entry 1:
The molecule C21H15ClFN7O2 at a distorted geometry. Source: OMol25; level of theory: ωB97M-V with the def2-TZVPD basis set.

Last column: Löwdin charge in e.
Geometry (Å):
1 C 3.407 -0.068 -0.200  0.051
2 C 3.720 0.894 -1.144  -0.045
3 C 2.980 2.137 -1.389  -0.471
4 O 3.438 2.857 -2.255  0.073
5 N 1.872 2.418 -0.639  0.144
6 C 1.133 3.585 -0.568  -0.127
7 C 1.133 4.558 -1.579  0.066
8 C 0.343 5.691 -1.518  -0.252
9 F 0.356 6.643 -2.493  0.058
10 C -0.477 5.850 -0.400  -0.017
11 C -0.487 4.917 0.639  -0.009
12 C 0.334 3.790 0.605  -0.196
13 N 0.345 2.942 1.692  0.075
14 C -0.342 1.770 1.642  -0.325
15 N -0.048 0.858 0.731  0.197
16 C -0.754 -0.224 0.737  -0.369
17 N -0.333 -1.097 -0.251  0.152
18 C -0.586 -2.476 -0.387  -0.149
19 C -1.599 -3.194 0.266  0.072
20 C -1.858 -4.553 0.025  -0.121
21 C -2.883 -5.285 0.773  -0.501
22 N -3.182 -6.606 0.551  0.165
23 O -3.562 -4.705 1.593  0.065
24 C -1.032 -5.201 -0.909  -0.015
25 C 0.008 -4.506 -1.563  -0.003
26 C 0.259 -3.155 -1.265  -0.172
27 C 1.399 -2.604 -1.909  -0.186
28 N 2.283 -2.165 -2.493  0.193
29 N -1.700 -0.497 1.629  0.142
30 C -2.002 0.406 2.580  -0.101
31 C -1.287 1.573 2.630  -0.560
32 Cl -1.611 2.776 3.838  0.735
33 H 3.971 -0.975 -0.146  0.050
34 H 2.615 0.048 0.506  0.033
35 H 4.492 0.717 -1.836  0.093
36 H 1.668 1.772 0.082  0.067
37 H 1.721 4.447 -2.468  0.114
38 H -1.071 6.745 -0.330  0.110
39 H -1.121 5.099 1.489  0.106
40 H 0.096 3.417 2.578  0.080
41 H 0.392 -0.707 -0.836  0.126
42 H -2.259 -2.652 0.925  0.102
43 H -3.818 -7.026 1.223  0.119
44 H -2.569 -7.161 -0.013  0.078
45 H -1.198 -6.234 -1.201  0.102
46 H 0.653 -5.093 -2.224  0.125
47 H -2.835 0.275 3.282  0.126

## Properties
HOMO energy in eV: -8.42
Net charge: 0
Electronic energy in a.u.: -1903.11506

Entry 2:
A cluster of 6 separate species, C20H41FNO6S in total at a distorted geometry. Source: OMol25; level of theory: ωB97M-V with the def2-TZVPD basis set.

Last column: Löwdin charge in e.
Geometry (Å):
1 C -3.277 1.613 -1.555  -0.026
2 C -2.464 1.219 -0.187  -0.309
3 O -3.153 0.510 0.748  -0.024
4 N -1.044 1.601 0.167  -0.372
5 C -0.631 2.777 -0.691  -0.155
6 S 0.102 0.318 -0.131  1.131
7 C -0.344 -1.277 0.752  -0.303
8 C -0.545 -2.420 -0.447  -0.131
9 F -1.440 -1.862 -1.526  -0.154
10 H -3.075 0.900 -2.469  0.113
11 H -4.437 1.504 -1.294  0.122
12 H -3.137 2.719 -1.918  0.086
13 H 0.341 3.269 -0.265  0.117
14 H -0.559 2.489 -1.838  0.122
15 H -1.507 3.582 -0.597  0.128
16 H 1.299 0.753 0.524  0.061
17 H 0.551 -1.680 1.431  0.116
18 H -1.301 -1.207 1.422  0.119
19 H 0.543 -2.645 -0.880  0.149
20 H -1.031 -3.405 0.001  0.141
21 C -3.229 -5.569 -2.496  -0.024
22 C -2.488 -6.162 -1.327  -0.489
23 O -1.326 -5.843 -1.079  0.024
24 C -3.224 -7.160 -0.473  -0.014
25 H -2.574 -4.866 -3.021  0.081
26 H -3.521 -6.361 -3.190  0.090
27 H -4.110 -5.029 -2.142  0.088
28 H -3.516 -8.022 -1.078  0.095
29 H -4.105 -6.690 -0.029  0.092
30 H -2.566 -7.503 0.332  0.066
31 C -1.389 7.240 -1.473  -0.039
32 C -0.518 6.605 -2.524  -0.493
33 O 0.454 5.917 -2.217  0.017
34 C -0.884 6.843 -3.964  -0.020
35 H -1.006 6.982 -0.480  0.082
36 H -1.371 8.327 -1.583  0.084
37 H -2.412 6.865 -1.561  0.083
38 H -0.843 7.913 -4.185  0.093
39 H -1.884 6.451 -4.164  0.086
40 H -0.168 6.324 -4.611  0.085
41 C -0.085 -8.247 2.644  -0.031
42 C -0.869 -9.503 2.374  -0.493
43 O -2.088 -9.472 2.213  0.044
44 C -0.105 -10.798 2.308  -0.026
45 H -0.766 -7.390 2.663  0.079
46 H 0.412 -8.321 3.614  0.085
47 H 0.651 -8.091 1.850  0.086
48 H 0.391 -10.985 3.264  0.087
49 H 0.629 -10.755 1.500  0.087
50 H -0.800 -11.620 2.107  0.087
51 C 2.987 10.254 -0.326  -0.023
52 C 2.202 8.998 -0.596  -0.474
53 O 0.983 9.029 -0.756  0.047
54 C 2.966 7.703 -0.661  -0.021
55 H 2.305 11.111 -0.306  0.086
56 H 3.484 10.180 0.645  0.088
57 H 3.722 10.411 -1.119  0.088
58 H 3.462 7.516 0.294  0.087
59 H 3.701 7.746 -1.470  0.091
60 H 2.271 6.881 -0.863  0.060
61 C 4.317 0.299 3.041  -0.015
62 C 3.674 -0.978 2.569  -0.475
63 O 2.953 -0.999 1.573  0.002
64 C 3.948 -2.227 3.362  -0.014
65 H 4.031 1.118 2.372  0.082
66 H 3.975 0.536 4.051  0.095
67 H 5.405 0.196 3.022  0.096
68 H 3.589 -2.103 4.387  0.094
69 H 5.020 -2.443 3.358  0.096
70 H 3.420 -3.071 2.906  0.087

## Properties
HOMO energy in eV: -11.16
Net charge: +1
Electronic energy in a.u.: -1790.47359

Entry 3:
A structure of composition C16H24As2F13MnO12 at a distorted geometry. Source: OMol25; level of theory: ωB97M-V with the def2-TZVPD basis set.

Last column: Löwdin spin population.
Geometry (Å):
1 Mn -0.234 -0.329 -0.125  4.717
2 As -1.637 2.374 -2.184  0.004
3 F -3.329 2.001 -1.684  0.002
4 F -1.852 1.359 -3.677  0.003
5 F -0.008 2.732 -2.660  0.001
6 F -1.463 3.171 -0.669  0.001
7 F -1.037 0.817 -1.449  0.048
8 F -2.241 3.776 -2.985  0.000
9 As 0.456 -2.132 -3.536  0.003
10 F 0.896 -2.646 -5.171  0.000
11 F -0.315 -3.720 -3.155  0.002
12 F -0.018 -1.601 -1.867  0.033
13 F 1.107 -0.571 -3.859  0.001
14 F -1.088 -1.506 -4.092  0.001
15 F 2.030 -2.705 -2.870  0.002
16 F 0.654 -1.641 1.125  0.072
17 C -6.172 1.405 2.369  0.000
18 C -4.987 1.682 1.419  0.000
19 C -4.060 2.941 1.564  0.000
20 O -2.761 2.380 1.590  0.002
21 C -2.822 1.064 1.429  0.007
22 O -1.816 0.404 1.517  0.023
23 O -4.065 0.602 1.579  0.002
24 H -6.726 2.279 2.705  0.000
25 H -5.730 0.950 3.260  0.000
26 H -6.816 0.617 1.984  0.000
27 H -5.318 1.771 0.382  0.000
28 H -4.349 3.291 2.558  0.000
29 H -4.335 3.621 0.765  0.000
30 C -3.057 -6.255 1.294  0.000
31 C -1.988 -5.441 0.620  0.000
32 C -2.140 -5.234 -0.894  0.000
33 O -2.191 -3.838 -1.115  0.001
34 C -2.127 -3.206 0.090  0.003
35 O -2.241 -2.017 0.230  0.014
36 O -2.241 -4.084 1.054  0.001
37 H -2.775 -6.545 2.308  0.000
38 H -3.269 -7.141 0.694  0.000
39 H -3.972 -5.687 1.463  0.000
40 H -1.027 -5.886 0.878  0.000
41 H -3.015 -5.685 -1.362  0.000
42 H -1.264 -5.740 -1.306  0.000
43 C 4.357 0.920 2.780  0.000
44 C 3.072 1.632 2.992  0.000
45 C 2.992 3.171 2.644  0.000
46 O 1.973 3.286 1.718  0.001
47 C 1.464 2.124 1.392  0.003
48 O 0.547 1.914 0.659  0.023
49 O 2.176 1.137 1.991  0.000
50 H 4.697 1.094 1.752  0.000
51 H 4.108 -0.142 2.792  0.000
52 H 5.245 1.275 3.303  0.000
53 H 2.650 1.514 3.992  0.000
54 H 3.952 3.481 2.218  0.000
55 H 2.886 3.815 3.518  0.000
56 C 5.120 3.065 -1.472  0.000
57 C 4.587 1.737 -2.014  0.000
58 C 5.238 0.450 -1.471  0.000
59 O 4.115 -0.382 -1.261  0.001
60 C 3.000 0.355 -1.246  0.003
61 O 1.935 -0.087 -0.969  0.024
62 O 3.236 1.637 -1.637  0.000
63 H 4.623 3.945 -1.878  0.000
64 H 6.179 3.204 -1.695  0.000
65 H 4.949 3.044 -0.394  0.000
66 H 4.611 1.644 -3.104  0.000
67 H 5.799 0.491 -0.536  0.000
68 H 5.831 0.048 -2.293  0.000

## Properties
Multiplicity: 6
HOMO energy (spin up / spin down) in eV: -5.81 / -6.99
Net charge: -1
Electronic energy in a.u.: -8448.20555

Entry 4:
The molecule C24H35N3O5S at a distorted geometry. Source: OMol25; level of theory: ωB97M-V with the def2-TZVPD basis set.

Last column: Löwdin charge in e.
Geometry (Å):
1 C -4.734 1.384 -1.232  -0.040
2 C -4.006 2.509 -0.504  -0.456
3 C -4.105 3.822 -1.284  -0.044
4 O -4.599 2.605 0.782  -0.135
5 C -3.891 3.383 1.718  -0.231
6 C -4.250 2.920 3.131  -0.137
7 C -4.038 1.411 3.308  -0.166
8 N -2.711 1.002 2.927  0.089
9 C -1.723 0.787 3.803  -0.452
10 O -1.860 0.783 5.018  0.040
11 C -0.385 0.509 3.180  -0.018
12 C 0.603 0.137 4.038  0.029
13 N 1.873 -0.139 3.689  -0.077
14 C 2.824 -0.538 4.702  -0.017
15 C 2.251 -0.025 2.371  -0.129
16 C 3.567 -0.293 1.957  0.011
17 C 3.919 -0.167 0.633  -0.033
18 C 2.977 0.239 -0.304  -0.253
19 S 3.495 0.348 -2.015  0.683
20 O 4.828 0.874 -2.053  -0.286
21 O 2.472 1.019 -2.765  -0.269
22 N 3.575 -1.281 -2.371  -0.252
23 C 4.709 -1.748 -3.130  -0.074
24 C 2.273 -1.894 -2.559  -0.358
25 C 1.744 -1.818 -3.994  -0.148
26 C 0.322 -2.369 -4.044  -0.190
27 C 0.286 -3.808 -3.537  -0.206
28 C 0.839 -3.890 -2.117  -0.196
29 C 2.262 -3.342 -2.066  -0.145
30 C 1.688 0.509 0.076  0.024
31 C 1.299 0.374 1.412  -0.038
32 C -0.103 0.649 1.767  -0.304
33 O -0.926 0.966 0.908  0.035
34 H -4.657 0.463 -0.661  0.077
35 H -5.785 1.637 -1.341  0.082
36 H -4.298 1.231 -2.215  0.079
37 H -2.942 2.241 -0.390  0.130
38 H -3.701 3.688 -2.284  0.079
39 H -5.146 4.128 -1.359  0.085
40 H -3.543 4.610 -0.789  0.071
41 H -2.808 3.278 1.553  0.121
42 H -4.144 4.449 1.610  0.122
43 H -3.631 3.468 3.844  0.118
44 H -5.298 3.144 3.330  0.114
45 H -4.182 1.137 4.355  0.119
46 H -4.757 0.877 2.682  0.121
47 H -2.467 1.039 1.941  0.102
48 H 0.347 0.055 5.087  0.141
49 H 2.326 -0.559 5.668  0.097
50 H 3.217 -1.533 4.489  0.102
51 H 3.652 0.172 4.752  0.103
52 H 4.314 -0.598 2.671  0.104
53 H 4.925 -0.362 0.299  0.121
54 H 5.524 -1.058 -2.924  0.078
55 H 4.523 -1.758 -4.208  0.091
56 H 4.989 -2.749 -2.798  0.090
57 H 1.601 -1.309 -1.922  0.131
58 H 1.763 -0.777 -4.319  0.110
59 H 2.383 -2.405 -4.657  0.116
60 H -0.052 -2.327 -5.069  0.111
61 H -0.327 -1.748 -3.425  0.118
62 H -0.739 -4.183 -3.556  0.108
63 H 0.886 -4.440 -4.195  0.114
64 H 0.203 -3.308 -1.446  0.116
65 H 0.830 -4.927 -1.773  0.110
66 H 2.907 -3.950 -2.703  0.116
67 H 2.653 -3.381 -1.047  0.119
68 H 0.958 0.839 -0.649  0.129

## Properties
HOMO energy in eV: -8.84
Net charge: 0
Electronic energy in a.u.: -1874.22539

What is the net charge in the first record? 0

What is the electronic energy in the third record? -8448.20555 a.u.

What is the electronic energy in the third record? -8448.20555 a.u.

Among the records above, which one has the highest net charge? C20H41FNO6S